[1]
The following is a quantum chemistry calculation of the molecule C22H29FN4O, from the OMol25 dataset.

Calculated values
- LUMO energy (eV) = 0.7
- energy above the lowest of the compared OMol25 structures with the same formula, charge and spin (kcal/mol) = 5.8
- total energy (eV) = -34010.0463
- SMILES = CCN(CC)c1ccc(NC(=O)CN2CCN(c3ccccc3F)CC2)cc1

Geometry as XYZ:
```
57
Properties=species:S:1:pos:R:3:forces:R:3
H 2.315243 -0.059760 1.945599 -0.04 0.05 -0.08
H 5.518920 -1.048768 -0.870345 0.06 0.10 0.02
C 5.054542 -3.112012 -0.664020 0.05 -0.07 -0.08
H -4.313792 -1.457458 2.126903 0.10 -0.02 0.07
H -5.730434 0.446110 1.153562 -0.07 -0.05 -0.05
H -3.964171 -3.140651 -0.479628 0.00 -0.07 0.08
H 1.421380 0.681698 0.600327 0.04 -0.06 0.11
C 4.147483 -4.058629 -0.216709 -0.04 -0.01 0.03
H 1.750039 4.337080 0.855034 -0.04 0.01 -0.06
C -1.495222 1.280364 -1.178333 0.19 0.09 -0.02
C 3.586926 -1.292635 0.018751 0.02 -0.49 0.08
C 2.895139 1.969145 1.578065 -0.03 -0.21 0.08
C -2.623757 0.498285 -1.297921 -0.17 -0.10 0.11
C -4.778722 -1.390448 -1.466904 0.22 -0.14 -0.12
O 0.997072 2.622242 -1.798588 -0.04 -0.08 -0.20
H 4.361949 0.536137 -1.628352 -0.01 0.02 0.02
H -2.804464 0.032983 -2.252174 -0.04 -0.09 -0.09
C -5.319613 -1.595509 1.738817 -0.08 0.22 -0.16
H 2.215495 -4.330473 0.692870 -0.09 -0.04 0.05
F 1.476119 -1.944612 0.968785 0.20 0.03 -0.14
C -3.789001 -2.554435 -1.377572 -0.18 0.18 -0.06
C -2.082992 1.755957 1.085101 0.18 0.05 -0.20
H -1.875454 2.239658 2.030823 0.01 0.04 0.10
H 5.990479 -3.425608 -1.101726 0.08 -0.01 -0.03
H -3.843647 0.873676 1.831824 -0.09 -0.05 0.07
C -3.211352 0.973247 0.965349 -0.10 -0.06 0.04
H -3.901809 -3.202545 -2.243201 0.04 -0.11 -0.09
H -6.605493 -0.763020 0.224702 0.07 0.11 0.04
N 3.395225 0.066383 0.168095 0.01 0.32 0.19
C -3.520432 0.315731 -0.234336 0.17 0.20 -0.04
H -4.647296 -0.869756 -2.421621 -0.10 -0.07 0.01
H -0.832797 1.396780 -2.019443 0.02 0.01 -0.02
H 4.358629 -5.112401 -0.304788 0.02 -0.10 0.00
C 2.406319 0.597224 1.080562 -0.02 0.24 0.31
C 3.618538 0.959329 -0.955019 0.08 0.21 -0.20
C 2.689408 -2.280429 0.445831 -0.06 -0.01 -0.05
H 0.027878 3.066963 1.162684 0.13 0.00 -0.23
C 2.123575 3.728784 0.023530 0.11 -0.03 -0.02
H 3.819808 1.808635 2.145286 -0.10 -0.08 0.07
C 0.963742 2.965138 -0.632621 0.22 0.44 0.25
H -5.797698 -1.783927 -1.454057 0.04 0.11 -0.03
H 2.685870 1.095403 -1.519807 0.15 -0.04 -0.02
C 2.959045 -3.630335 0.344297 0.04 0.04 0.00
H -2.767463 -2.185167 -1.347544 0.12 -0.03 -0.01
C -5.636491 -0.534505 0.680324 0.00 -0.07 0.24
H 2.544966 4.397936 -0.730939 -0.16 -0.02 0.04
H 4.232738 3.004586 -1.276204 0.03 0.02 -0.01
H 5.070294 2.183292 0.059752 0.02 -0.06 -0.11
C -1.204651 1.920200 0.020329 -0.23 -0.20 -0.09
C 4.102959 2.318686 -0.438519 0.05 -0.18 -0.22
N -0.055447 2.703924 0.222977 -0.12 0.20 0.38
H 2.154812 2.404286 2.252592 -0.01 0.02 0.05
H -6.027128 -1.522842 2.561250 -0.07 -0.05 0.13
N -4.660413 -0.443560 -0.379091 -0.33 -0.08 -0.06
C 4.782647 -1.766085 -0.542394 -0.13 -0.03 0.01
H -5.389993 -2.593352 1.313852 0.01 -0.12 -0.01
N 3.212477 2.919043 0.533995 -0.12 0.11 -0.06
```
Positions in Å, forces in eV/Å.

---

[2]
The following is a quantum chemistry calculation of the molecule C22H29N3O3, from the OMol25 dataset.

Calculated values
- LUMO energy (eV) = 0.4
- energy above the lowest of the compared OMol25 structures with the same formula, charge and spin (kcal/mol) = 19.3
- total energy (eV) = -33898.3876
- SMILES = CCOc1ccc2[nH]cc(C(=O)N3CCN(C4CCCCC4)CC3)c(=O)c2c1

Geometry as XYZ:
```
57
Properties=species:S:1:pos:R:3:forces:R:3
C -2.389668 3.140388 -0.552997 0.09 -0.11 -0.01
C 1.402760 -0.327809 0.204657 -0.22 0.03 -0.11
N 0.758792 2.017255 0.427428 0.20 -0.02 0.04
H 1.590434 1.246511 -1.298148 -0.07 -0.05 0.01
H 2.748195 2.640922 0.414183 -0.02 0.01 0.05
H -6.707591 -2.691664 2.161435 -0.08 -0.01 0.04
C -1.647523 2.225618 0.119984 -0.06 -0.10 0.14
C -5.656079 -2.840569 1.928637 0.00 0.09 -0.41
C -5.362161 -0.875566 -0.473018 0.26 0.19 0.04
H -2.014523 4.141087 -0.712852 -0.04 0.07 0.02
H 3.392620 1.214000 2.374575 0.00 -0.01 0.03
H -4.126223 3.575266 -1.559534 0.17 -0.09 0.11
C -3.513060 0.648323 -0.159660 -0.28 0.21 -0.23
H -3.532988 -1.317162 0.602997 0.02 -0.08 0.06
H -5.288849 -3.698250 2.485075 0.05 -0.08 0.09
C 4.162148 0.302794 -1.003006 0.28 0.15 0.30
C -5.487190 -3.090870 0.433516 0.09 -0.28 0.36
C 2.453406 1.026332 1.851807 -0.03 0.24 -0.10
C -2.176501 0.898846 0.409068 -0.07 0.25 -0.14
C -4.107767 -0.600572 0.037819 -0.27 -0.27 -0.04
H 3.468788 -0.102049 -1.743337 -0.11 0.01 -0.05
H 1.791220 3.101943 1.845760 0.08 -0.06 -0.12
H 5.773445 0.487456 -2.424345 0.07 0.06 0.05
H 6.877624 -1.667499 -1.848384 -0.01 -0.04 -0.08
H -5.988744 2.113578 -1.960950 -0.08 0.06 -0.07
C 5.567174 -2.147461 -0.200916 -0.20 -0.16 -0.29
C 5.845227 -1.481461 -1.544765 0.25 0.12 0.21
N -3.609437 2.864282 -1.063026 0.05 0.45 -0.10
H 5.190068 -1.912823 -2.305399 -0.01 -0.04 -0.08
C 4.138450 -1.860976 0.249832 0.35 0.21 0.22
O -0.362807 3.659580 1.484123 -0.11 0.24 0.15
H 3.441615 -2.292326 -0.470697 -0.11 -0.04 -0.05
C 0.886968 0.934157 -0.516225 -0.04 -0.49 -0.14
H 6.291648 0.460455 -0.737146 0.06 0.06 0.01
H -6.055642 -3.977141 0.137829 0.16 0.09 0.02
H 0.613384 -0.645532 0.894582 0.03 -0.01 -0.19
C 1.990901 2.302547 1.130786 0.17 0.08 0.45
C 3.897546 -0.348826 0.364757 -0.15 -0.29 -0.19
H 1.687448 0.767537 2.592480 0.03 0.13 0.06
H -7.009179 -0.107118 -1.595596 -0.12 0.00 -0.06
C -4.194189 1.635311 -0.882190 0.07 -0.64 0.26
H 3.944177 -2.322062 1.218882 -0.08 0.01 0.01
H 5.721307 -3.225679 -0.280358 0.07 -0.01 0.07
C 5.593568 0.019833 -1.453233 -0.17 -0.14 -0.28
O -1.588132 0.051526 1.070941 0.00 0.02 0.01
H 4.638986 0.046521 1.069832 0.00 -0.01 -0.02
H 4.011220 1.382565 -0.942849 -0.10 0.00 -0.04
H -5.104977 -1.957277 2.240836 0.05 0.04 0.09
O -6.030737 -2.051244 -0.359419 -0.15 0.22 -0.17
C -0.363657 2.688490 0.742140 -0.16 0.09 -0.18
H 6.267568 -1.764286 0.544880 0.07 -0.02 0.06
H 1.568432 -1.121285 -0.523112 -0.03 -0.06 -0.03
N 2.604342 -0.110156 0.975009 0.09 0.04 0.18
H -0.075316 0.723218 -0.981191 0.09 0.03 -0.01
C -6.032315 0.123027 -1.201150 0.10 0.02 0.06
C -5.461447 1.353475 -1.402557 -0.04 -0.09 0.02
H -4.432749 -3.255170 0.182193 -0.10 0.00 -0.05
```
Positions in Å, forces in eV/Å.

---

[3]
The following is a quantum chemistry calculation of the molecule C22H29N5O2, from the OMol25 dataset.

Calculated values
- LUMO energy (eV) = 0.4
- energy above the lowest of the compared OMol25 structures with the same formula, charge and spin (kcal/mol) = 30.1
- total energy (eV) = -34831.1479
- SMILES = CCCc1nc2oc3c(NCCN4CCOCC4)ncnc3c2c2c1CCCC2

Geometry as XYZ:
```
58
Properties=species:S:1:pos:R:3:forces:R:3
H -7.612045 -1.101530 1.611073 0.02 -0.03 -0.08
H 7.835649 3.111845 0.231360 0.11 0.01 0.07
H -4.084070 1.667654 1.171159 0.10 -0.05 0.01
C 4.189518 1.102197 0.465142 -0.12 0.03 0.13
N -2.208107 1.030232 -0.719122 0.20 0.39 0.14
H -3.763021 -0.076807 1.133357 0.08 0.08 0.02
C 7.073055 3.489854 -0.446533 -0.13 -0.16 -0.14
C 5.974416 2.454719 -0.648253 0.10 0.10 0.23
C 0.789363 -1.040649 -0.314073 -0.93 0.63 -0.09
N 2.988198 1.651181 0.307472 -0.79 0.28 -0.13
H 6.401309 1.551714 -1.088427 -0.05 -0.04 -0.07
C -6.527859 1.533497 0.127963 -0.34 -0.13 0.15
H 3.107229 -3.061261 0.990191 -0.05 -0.06 -0.04
C -6.090817 -0.800168 0.111622 -0.36 -0.02 0.15
C 1.992633 0.828356 0.067473 1.10 -0.98 0.09
H -1.445392 -3.259759 -0.913538 -0.04 -0.09 -0.02
H 6.843702 -2.705894 0.872495 -0.01 0.00 0.08
H 5.040155 -4.148962 0.013261 0.00 0.00 -0.08
C 5.817247 -0.836793 0.594067 0.11 -0.07 0.12
H -6.472938 1.597164 -0.972251 0.00 0.06 0.04
H -4.054936 1.724925 -1.326967 0.01 -0.11 -0.04
C 5.817964 -2.332684 0.896206 0.12 0.05 -0.26
C -0.004977 0.112044 -0.356159 0.23 -1.13 -0.01
H 6.394239 -0.657189 -0.318507 0.11 0.01 0.04
C 3.368153 -1.150387 0.144313 -0.24 0.36 0.02
H 5.420604 -2.504943 1.898975 0.02 -0.04 0.07
H 6.321086 -0.305339 1.403765 0.04 0.02 -0.07
H -6.022390 -0.822587 -0.988649 0.02 -0.06 0.03
N 0.290404 -2.267728 -0.514486 0.47 -0.22 0.06
H 6.022052 1.745660 1.390094 0.04 0.04 0.04
H -1.842727 1.918836 -0.412744 0.00 -0.07 -0.06
H -6.222059 2.489983 0.556603 -0.01 0.04 -0.03
C 3.505538 -2.637631 0.062619 0.17 -0.20 -0.17
C 4.954242 -3.069383 -0.119150 -0.08 -0.02 0.28
H -8.051570 1.244221 1.625480 0.01 0.04 -0.08
H 2.869061 -3.007205 -0.743412 -0.03 -0.03 0.09
C 5.282377 2.108960 0.675897 0.10 -0.08 -0.21
H -5.452424 -1.583486 0.522421 0.01 -0.05 -0.03
O -8.388124 -0.022784 0.036717 -0.09 -0.02 -0.14
H 4.824241 3.014044 1.075826 0.03 -0.05 0.07
C -1.003017 -2.285972 -0.747657 0.00 -0.32 0.00
O 0.717831 1.249618 -0.122540 -0.43 0.45 -0.06
H 5.291250 -2.825135 -1.128931 0.03 -0.03 -0.07
H 5.225439 2.841475 -1.341226 -0.04 -0.07 -0.05
H 6.662162 4.403842 -0.024233 0.00 0.13 0.05
C 4.428896 -0.284916 0.403443 -0.10 -0.12 -0.03
C -7.546241 -1.047160 0.514160 0.31 -0.27 -0.06
H -8.658197 1.966680 0.103619 0.05 0.00 0.07
H -3.820525 -0.047003 -1.357986 -0.10 0.18 -0.05
C 2.112755 -0.570985 -0.031312 0.16 0.73 0.09
C -4.266612 0.743072 0.613114 0.18 -0.01 -0.23
N -1.846552 -1.265917 -0.800943 -0.29 0.52 0.03
H 7.547045 3.732218 -1.394844 0.10 0.08 -0.04
C -3.636696 0.868238 -0.793696 -0.46 -0.11 0.24
N -5.683825 0.480672 0.659982 -0.09 0.01 -0.03
H -7.918360 -1.975986 0.078965 0.05 0.01 0.06
C -7.974049 1.229773 0.527902 0.18 0.38 -0.05
C -1.376773 -0.028368 -0.612160 0.50 -0.03 -0.04
```
Positions in Å, forces in eV/Å.

---

[4]
The following is a quantum chemistry calculation of a structure of composition C22H29N5O4S, from the OMol25 dataset.

Calculated values
- LUMO energy (eV) = 0.5
- energy above the lowest of the compared OMol25 structures with the same formula, charge and spin (kcal/mol) = 495.7
- total energy (eV) = -49739.0489

Geometry as XYZ:
```
61
Properties=species:S:1:pos:R:3:forces:R:3
H -5.809345 -1.381721 1.421255 -1.35 0.36 -1.22
H -3.780477 -0.407565 1.876734 0.65 -0.02 -4.23
O 1.611662 0.140285 -2.058823 8.17 -4.82 -5.10
C 3.695083 -3.009555 0.242382 1.27 1.86 -0.02
C 0.562370 0.251809 -1.670236 -7.77 11.01 6.67
H 0.373794 -1.723154 -2.727225 0.27 0.20 -1.00
H -2.323431 -2.472617 -1.573176 -7.48 -0.89 9.56
H 1.315735 -0.994117 1.464439 -3.31 1.51 -0.34
C 1.237794 3.819652 -0.027291 1.51 -2.20 -2.59
H -1.445607 -3.386617 -2.789036 -0.73 0.85 1.13
H 4.181545 -2.516753 -0.815580 -2.05 -0.78 2.83
N 1.586841 -2.114506 -0.564750 -4.01 -4.13 1.60
H 3.455420 -0.319339 0.096525 -0.66 0.45 3.29
H -2.236473 -1.772287 -3.208950 0.67 -1.73 2.55
H 2.297120 6.498570 1.039402 7.76 6.85 5.50
C 4.897487 -1.195919 1.553843 -2.86 6.85 -6.73
H 5.581157 -0.661952 0.572273 -1.81 -1.74 3.14
H 4.266102 -2.995675 2.307789 0.15 -0.26 0.38
C -6.674346 -0.640053 1.455928 4.40 1.64 -6.72
C 0.203870 -2.662414 -0.746392 3.45 6.02 -0.64
H 2.827411 1.564709 -2.039965 0.89 -5.95 -3.95
H 3.525228 3.307101 -1.574933 -3.29 -4.57 -0.10
O 3.251906 4.972822 -0.275601 10.33 -1.45 -3.94
O -0.472165 -3.274622 0.040455 0.66 -0.38 -0.44
H 3.553488 0.430683 1.649866 1.29 11.49 4.92
N 2.749395 2.326748 -1.581901 0.31 12.48 6.49
H 1.991770 -1.632824 -1.402686 0.02 -0.95 1.49
C -3.881284 1.297348 -1.319227 7.38 -6.82 3.93
H -7.162672 -1.017876 2.198155 -3.19 -1.00 5.21
H -5.495676 0.770416 2.445863 2.52 0.68 2.22
C -3.472349 -0.275605 0.570259 -13.17 4.43 9.08
H -4.420214 1.901479 -1.788497 -4.82 5.24 -3.59
C -0.344349 -1.613759 -1.957184 -5.24 -7.31 1.20
H -7.419918 -0.526931 0.581384 1.57 -1.02 0.96
C -1.770078 -2.432609 -2.266948 9.58 3.01 -14.39
N -0.644470 -0.285649 -1.594098 1.63 -4.85 0.59
C -4.241059 0.750741 -0.027198 1.64 -0.53 -3.22
C -2.311918 -0.559827 0.290935 10.88 -6.34 2.47
C -1.882931 -0.103812 -0.803953 3.45 7.45 -12.31
C -5.971128 0.740759 1.552180 -6.41 1.60 -1.61
C 1.500828 2.603470 -0.833597 3.82 -1.32 -3.47
H 5.302141 -0.992785 2.428047 2.06 1.30 4.02
C 0.481953 1.726370 -1.067317 -2.61 0.70 3.49
C -2.617554 0.914754 -1.828555 -3.41 -2.75 7.34
C 2.197295 5.010249 0.111281 -6.58 -5.92 -0.57
O -5.356237 1.331593 0.349487 -1.91 -1.71 3.50
C 3.326888 -0.374372 1.354302 1.72 -13.33 -9.97
H 0.881162 5.808773 1.220671 1.08 0.88 -1.36
C 2.291002 -2.593285 0.870999 1.47 -2.96 -10.48
N 1.718051 6.047267 0.599698 -13.17 -0.81 0.34
H 5.721610 -3.018408 1.023939 -2.63 0.63 1.74
C 4.599349 -2.517845 1.395745 4.28 -7.99 -3.28
H 3.762738 -4.089498 0.019100 -0.11 0.50 0.60
H -2.299800 1.471726 -2.634430 1.65 0.21 -1.84
H -1.537422 -1.238946 0.915866 -2.21 1.49 -1.31
S -0.864789 2.502143 0.239284 0.78 -2.98 -3.13
H 1.819124 -3.503520 1.208397 -0.57 0.27 0.23
C 2.225308 -1.414773 1.546339 2.53 5.32 1.27
N 0.043794 3.738337 0.352589 -0.96 4.23 3.67
H -6.942183 1.410179 1.698228 2.33 -0.66 -0.23
H 2.341426 -1.616787 2.483928 0.14 -1.36 6.38
```
Positions in Å, forces in eV/Å.